Molecular formula: C39H90BN6O20
Method: DFT, the ωB97M-V functional and the def2-TZVPD basis

Geometry as XYZ:
```
156
C39H90BN6O20 the ωB97M-V functional and the def2-TZVPD basis
O 4.870 -3.500 -2.189
C 3.867 -2.867 -2.358
O 2.841 -2.746 -1.528
B 2.091 -1.522 -1.835
O 2.826 -0.892 -2.976
C 3.827 -1.638 -3.305
O 4.694 -1.347 -4.098
O 2.123 -0.652 -0.669
C 0.916 -0.326 -0.283
O 0.584 0.342 0.653
C -0.037 -1.190 -1.145
O 0.652 -1.848 -2.055
O -1.230 -1.199 -1.023
C -2.631 1.466 0.194
O -3.784 2.257 0.010
C -3.540 3.508 -0.565
C -4.831 4.264 -0.862
N -5.718 4.405 0.280
C -5.173 4.969 1.525
C -6.354 5.241 2.412
O -7.124 4.102 2.609
C -8.004 4.165 3.687
H -2.288 0.894 -0.669
H -2.873 0.744 0.973
H -1.770 2.035 0.563
H -3.008 3.439 -1.523
H -2.922 4.044 0.171
H -5.332 3.742 -1.682
H -4.606 5.242 -1.314
H -6.519 4.972 0.032
H -4.526 5.833 1.323
H -4.497 4.247 1.991
H -6.943 6.079 1.993
H -6.074 5.676 3.386
H -7.476 4.369 4.630
H -8.428 3.171 3.827
H -8.786 4.925 3.574
C 0.004 4.425 -1.437
O 0.272 4.068 -0.131
C 1.634 3.722 0.115
C 1.845 3.285 1.550
N 1.799 4.445 2.431
C 2.411 4.320 3.718
C 2.343 5.588 4.557
O 1.034 5.745 5.043
C 0.709 6.970 5.614
H -0.994 4.867 -1.469
H 0.124 3.639 -2.193
H 0.614 5.249 -1.848
H 2.285 4.541 -0.205
H 1.797 2.861 -0.548
H 2.785 2.741 1.642
H 1.060 2.562 1.795
H 0.968 4.994 2.283
H 3.467 4.110 3.529
H 1.988 3.597 4.434
H 2.541 6.432 3.881
H 3.078 5.541 5.367
H 0.068 7.569 4.951
H 1.627 7.534 5.808
H 0.091 6.965 6.516
C 1.985 0.404 6.274
O 2.265 -0.662 5.401
C 2.808 -0.248 4.165
C 2.629 -1.383 3.170
N 1.194 -1.691 3.029
C 1.042 -3.022 2.421
C -0.406 -3.463 2.416
O -0.832 -3.753 3.706
C -2.191 -4.114 3.840
H 1.007 0.391 6.762
H 2.021 1.401 5.823
H 2.721 0.383 7.086
H 3.873 -0.010 4.287
H 2.319 0.644 3.758
H 3.123 -2.296 3.499
H 2.997 -1.081 2.180
H 0.819 -1.030 2.359
H 1.661 -3.766 2.920
H 1.341 -2.932 1.368
H -0.491 -4.362 1.780
H -1.011 -2.746 1.838
H -2.474 -4.141 4.886
H -2.424 -5.047 3.317
H -2.861 -3.399 3.347
C 7.721 1.024 -3.549
O 7.653 0.045 -2.544
C 7.987 -1.245 -2.995
C 7.935 -2.259 -1.864
N 9.039 -2.293 -0.893
C 10.284 -2.690 -1.521
C 11.450 -2.832 -0.532
O 11.635 -1.629 0.189
C 12.128 -0.514 -0.557
H 7.372 0.715 -4.539
H 8.757 1.365 -3.661
H 7.106 1.888 -3.300
H 9.021 -1.255 -3.370
H 7.349 -1.616 -3.802
H 7.949 -3.236 -2.355
H 6.943 -2.282 -1.415
H 9.265 -1.424 -0.421
H 10.665 -2.004 -2.295
H 10.130 -3.627 -2.065
H 12.390 -3.179 -0.972
H 11.167 -3.576 0.215
H 11.304 -0.214 -1.206
H 12.955 -0.876 -1.179
H 12.530 0.273 0.072
C -7.378 1.581 -5.923
O -6.927 0.524 -5.096
C -6.423 -0.561 -5.863
C -4.876 -0.501 -5.957
N -4.182 -1.454 -5.106
C -2.719 -1.104 -5.103
C -1.986 -1.825 -3.971
O -1.722 -3.167 -4.350
C -1.229 -4.066 -3.370
H -6.574 2.115 -6.454
H -7.719 2.383 -5.268
H -8.066 1.235 -6.694
H -6.916 -0.667 -6.832
H -6.694 -1.436 -5.263
H -4.644 0.524 -5.668
H -4.601 -0.644 -7.012
H -4.249 -2.381 -5.509
H -2.618 -0.030 -4.980
H -2.289 -1.519 -6.019
H -2.545 -1.742 -3.041
H -1.026 -1.307 -3.885
H -0.326 -3.662 -2.913
H -1.047 -4.997 -3.901
H -1.907 -4.244 -2.528
C 2.163 -6.521 0.120
O 2.293 -5.113 0.080
H 2.023 -6.827 -0.920
H 2.958 -7.058 0.641
H 1.232 -6.732 0.651
H 2.665 -4.759 -0.731
C -4.160 -2.121 0.248
C -5.658 -2.160 0.460
C -6.195 -3.374 1.258
O -7.586 -3.274 1.350
C -8.266 -4.515 1.503
N -6.055 -0.903 1.122
H -3.966 -1.446 -0.584
H -3.848 -3.142 0.006
H -3.574 -1.703 1.069
H -6.076 -2.161 -0.551
H -5.615 -3.331 2.191
H -5.900 -4.279 0.713
H -9.251 -4.323 1.086
H -8.205 -4.907 2.519
H -7.793 -5.257 0.849
H -5.696 -0.887 2.077
H -7.044 -1.075 1.320
```

Values from the calculation:
- Spin multiplicity: 1
- Maximum force: 2.3 eV Å⁻¹
- Charge: -1
- Frontier orbital gap: 8.30 eV
- Energy above the lowest of the compared OMol25 structures with the same formula, charge and spin: 1.806 eV

Molecular formula: C4H7N3O
Method: DFT, the ωB97M-V functional and the def2-TZVPD basis

Geometry as XYZ:
```
15
C4H7N3O the ωB97M-V functional and the def2-TZVPD basis
C 0.201 0.485 0.271
C 1.420 1.131 -0.462
C 0.746 -0.073 -0.854
C -1.247 0.061 0.072
H 1.247 1.328 2.159
H 1.421 2.138 -1.016
H 2.385 1.000 -0.009
H 0.095 0.296 -1.748
H 0.833 -1.448 0.309
H -1.421 -2.110 0.223
H -3.198 -0.180 0.511
N 0.495 -1.622 -0.693
N -0.990 -1.356 -0.738
N -2.395 0.576 0.478
O 0.409 -0.226 1.496
```

Values from the calculation:
- Spin multiplicity: 1
- Maximum force: 8.0 eV Å⁻¹
- Charge: 0
- Frontier orbital gap: 6.22 eV
- Energy above the lowest of the compared OMol25 structures with the same formula, charge and spin: 13.688 eV

Molecular formula: C6H14O
Method: DFT, the ωB97M-V functional and the def2-TZVPD basis

Geometry as XYZ:
```
21
C6H14O the ωB97M-V functional and the def2-TZVPD basis
C -1.733 -0.576 -1.195
C -1.116 -0.334 0.185
C -2.128 0.312 1.130
C 0.150 0.532 0.122
C 1.422 -0.219 -0.254
C 2.649 0.678 -0.130
O 1.525 -1.319 0.642
H -2.666 -1.145 -1.108
H -1.063 -1.143 -1.852
H -1.971 0.373 -1.694
H -0.824 -1.303 0.606
H -3.035 -0.295 1.225
H -2.423 1.306 0.769
H -1.695 0.434 2.130
H 0.324 0.983 1.108
H 0.005 1.362 -0.585
H 1.338 -0.589 -1.291
H 2.760 0.991 0.914
H 2.561 1.574 -0.754
H 3.562 0.149 -0.428
H 2.358 -1.772 0.461
```

Values from the calculation:
- Spin multiplicity: 1
- SMILES: CC(C)C[C@@H](C)O
- Maximum force: 0.4 eV Å⁻¹
- Charge: 0
- Frontier orbital gap: 11.21 eV
- Energy above the lowest of the compared OMol25 structures with the same formula, charge and spin: 0.165 eV

Asked for DFT total energy across the records above, the calculation gives -92467.76969 -10766.05898 -8496.72737 eV in order.